No. 1
Formula: C15H34EuN6O3P
Source: the Open Molecules 2025 dataset
Level of theory: ωB97M-V/def2-TZVPD

Last column: Mulliken spin population.
CARTESIAN COORDINATES (ANGSTROEM)
Eu: -0.22230 -0.34050 -0.24120  6.0460
C: -1.01950 2.33600 -0.36310  -0.0042
C: -1.89880 1.67020 -1.23060  -0.0029
C: -2.91870 0.86630 -0.70730  -0.0051
C: -3.05300 0.72080 0.67210  0.0011
C: -2.20690 1.41370 1.53600  -0.0043
C: -1.19490 2.22600 1.02380  0.0063
H: -0.32930 3.07650 -0.75650  0.0000
H: -1.88080 1.88260 -2.29430  0.0014
H: -3.66150 0.43120 -1.36310  0.0006
H: -3.86850 0.13850 1.07640  0.0005
H: -2.39240 1.38140 2.60060  0.0001
H: -0.62100 2.85770 1.69330  0.0010
N: 1.32130 0.51280 1.83530  0.0005
C: 1.96190 -0.62540 2.56320  -0.0014
C: 0.93490 -1.73730 2.85510  0.0015
C: 0.15530 -1.79410 1.56280  -0.0100
O: 0.74810 -2.09670 0.49200  -0.0184
O: -0.98220 -1.25030 1.51670  -0.0202
H: 2.06490 1.18630 1.63320  0.0005
H: 0.72620 0.97870 2.52610  0.0006
H: 2.40560 -0.29420 3.50580  0.0000
H: 2.74050 -1.03510 1.91410  -0.0001
H: 0.26650 -1.47990 3.67700  0.0000
H: 1.43710 -2.67440 3.07980  -0.0001
C: -4.07460 -2.94740 -3.96900  -0.0001
N: -3.03470 -2.04230 -3.51430  0.0002
C: -2.89020 -0.85020 -4.32910  -0.0003
P: -1.69960 -2.49670 -2.63990  0.0001
O: -1.27210 -1.29880 -1.82400  0.0063
N: -1.99110 -3.77460 -1.63410  -0.0009
C: -2.09360 -5.13110 -2.14620  0.0001
C: -2.60370 -3.57400 -0.33510  0.0012
N: -0.43090 -2.86040 -3.66700  -0.0003
C: 0.83580 -3.17020 -3.02660  0.0025
C: -0.62850 -3.56160 -4.92500  0.0000
H: -5.04390 -2.45630 -3.86000  0.0000
H: -4.07470 -3.84610 -3.36110  0.0000
H: -3.95860 -3.23160 -5.02050  0.0000
H: -3.80690 -0.26250 -4.26930  0.0000
H: -2.69980 -1.09070 -5.37810  0.0000
H: -2.05600 -0.26480 -3.94600  0.0004
H: -1.80670 -5.15450 -3.19490  0.0000
H: -3.11110 -5.51750 -2.05050  0.0000
H: -1.42540 -5.77960 -1.57590  0.0000
H: -2.42320 -2.54260 -0.00900  0.0006
H: -2.13810 -4.26330 0.37240  0.0001
H: -3.68100 -3.76740 -0.35880  0.0000
H: 0.90410 -2.61640 -2.08210  -0.0010
H: 1.63970 -2.88030 -3.70550  0.0001
H: 0.94070 -4.23790 -2.80750  0.0000
H: -1.65600 -3.44010 -5.25410  0.0000
H: -0.40620 -4.63020 -4.85140  0.0000
H: 0.03230 -3.12970 -5.67830  0.0000
N: 1.24310 0.41640 -2.30810  -0.0042
N: 2.25590 0.13580 -1.27830  0.0010
H: 1.46810 -0.06940 -3.18640  0.0002
H: 1.28510 1.41540 -2.53710  0.0004
H: 3.09410 0.71630 -1.41720  0.0002
H: 2.58140 -0.83250 -1.40740  0.0001

Atoms 1-3, force components in eV/Å:
Eu 0.53 3.95 -2.52
C -0.65 0.46 -0.06
C -0.35 0.56 0.21

As for the multiplicity: 7. The HOMO energy (spin up / spin down) comes out at -14.9 / -14.9 eV. Its total charge is +2. Its LUMO energy (spin up / spin down) is -6.6 / -5.5 eV. As for the expectation value of S²: 12.01. The value obtained for the relative energy (zero: lowest compared OMol25 entry of this formula, charge and spin) is 38.0 kJ/mol. The orbital gap (spin up / spin down) comes out at 8.226 / 9.389 eV.

=====

No. 2
Formula: C6H14O
Source: the Open Molecules 2025 dataset
Level of theory: ωB97M-V/def2-TZVPD

Last column: natural (NBO) charge in e.
CARTESIAN COORDINATES (ANGSTROEM)
C: 2.54027 -3.82846 -1.75346  -0.6461
C: 2.22473 -2.42713 -1.37788  -0.1947
C: 0.96718 -1.83351 -1.46051  0.0198
C: -0.31991 -2.59371 -1.87508  -0.6568
C: 0.72881 -0.37321 -1.30644  -0.4370
C: 0.00000 0.00000 0.00000  -0.5952
H: 2.93921 -4.31886 -0.84961  0.2113
H: 3.32782 -3.81972 -2.52566  0.2212
H: 1.68757 -4.41987 -2.12730  0.2123
H: 3.06723 -1.76888 -1.12784  0.1971
H: -1.14356 -2.12726 -1.30883  0.2100
H: -0.31851 -3.67675 -1.66618  0.2163
H: -0.50413 -2.44341 -2.95215  0.2172
H: 0.15528 0.02714 -2.16447  0.2068
H: 1.68078 0.18858 -1.24642  0.2077
H: -0.90664 -0.62288 0.08149  0.1947
H: -0.30573 1.05539 -0.09639  0.2058
H: 0.58860 -0.11260 0.92600  0.2094
O: 6.82212 -4.75695 0.43171  -0.9400
H: 7.47506 -4.83777 1.16341  0.4702
H: 6.00055 -5.16650 0.78605  0.4701

Atoms 1-3, force components in eV/Å:
C 0.31 -0.44 0.38
C -3.07 2.10 -0.56
C 1.87 -2.23 -0.67

As for the structure (SMILES): C/C=C(\C)CC.O. The HOMO energy comes out at -8.5 eV. Its LUMO energy is 0.8 eV. The value obtained for the relative energy (zero: lowest compared OMol25 entry of this formula, charge and spin) is 107.5 kJ/mol. The orbital gap comes out at 9.335 eV.

=====

No. 3
Formula: C28H26N6OSSr
Source: the Open Molecules 2025 dataset
Level of theory: ωB97M-V/def2-TZVPD

Last column: natural (NBO) charge in e.
CARTESIAN COORDINATES (ANGSTROEM)
Sr: 0.51527 0.55137 -0.92642  1.7882
C: -1.05803 4.77860 -1.83644  -0.2748
C: -2.24790 4.94156 -1.13085  -0.1512
C: -2.83565 3.83178 -0.57745  -0.2295
C: -2.20916 2.57628 -0.69332  0.3758
N: -1.03281 2.43929 -1.33279  -0.5826
C: -0.50365 3.51701 -1.89583  0.0570
N: -2.85795 1.55922 -0.07348  -0.5343
C: -2.54713 0.30764 -0.15377  0.4615
N: -1.60344 -0.29291 -0.92252  -0.7640
C: -1.66334 -1.62865 -0.74328  0.4494
N: -0.99043 -2.56005 -1.34593  -0.5641
C: -0.02591 -2.38522 -2.27829  0.3863
C: 0.38374 -3.57726 -2.91643  -0.2379
C: 1.40832 -3.55675 -3.82665  -0.1638
C: 2.00851 -2.33538 -4.13190  -0.2907
C: 1.52694 -1.20847 -3.49922  0.0378
N: 0.55655 -1.21382 -2.59366  -0.5798
C: -2.70135 -1.94221 0.25904  -0.0194
C: -3.14449 -3.11904 0.82761  -0.1993
C: -4.12341 -3.03641 1.81081  -0.2041
C: -4.66599 -1.81596 2.18750  -0.2025
C: -4.24743 -0.63390 1.58897  -0.1637
C: -3.25834 -0.71360 0.63141  -0.0998
H: -0.56631 5.60653 -2.32073  0.2215
H: -2.69837 5.91988 -1.02640  0.2188
H: -3.76830 3.87708 -0.03571  0.2301
H: 0.42364 3.35171 -2.43335  0.1817
H: -0.13964 -4.48267 -2.65720  0.2301
H: 1.74331 -4.46750 -4.30138  0.2184
H: 2.81954 -2.26650 -4.84177  0.2219
H: 1.94808 -0.23411 -3.73706  0.1818
H: -2.72807 -4.06673 0.52706  0.2252
H: -4.46257 -3.94121 2.29402  0.2134
H: -5.40952 -1.78156 2.97141  0.2150
H: -4.66693 0.32059 1.86125  0.2291
C: 4.60417 -3.13028 0.71762  -0.4116
N: 3.27890 -2.59523 0.49260  -0.4038
C: 2.15566 -3.42355 0.88662  -0.4180
C: 3.03696 -1.38372 -0.02813  0.7344
C: 4.18356 -0.48738 -0.40200  -0.7267
O: 1.87669 -1.00355 -0.19959  -0.7831
H: 4.52803 -4.19883 0.90873  0.2172
H: 5.07399 -2.65672 1.58583  0.2077
H: 5.23662 -2.98672 -0.15955  0.2096
H: 2.37869 -3.93225 1.82351  0.2027
H: 1.92887 -4.16395 0.11580  0.2046
H: 1.27724 -2.79097 1.02179  0.2453
H: 5.14728 -0.81350 -0.03333  0.2233
H: 3.95782 0.50133 -0.00016  0.2848
H: 4.21466 -0.40232 -1.48747  0.2353
S: 2.05706 2.15398 0.77745  -0.6214
C: 0.88947 2.83441 1.86296  -0.1529
C: 1.26707 3.89478 2.68900  -0.2453
C: 0.34326 4.50007 3.51350  -0.2004
C: -0.97993 4.08346 3.51743  -0.2629
C: -1.35622 3.00984 2.72645  -0.2139
C: -0.42338 2.37108 1.93308  -0.1940
H: 2.28945 4.24158 2.66626  0.2144
H: 0.66152 5.31680 4.14611  0.2035
H: -1.70920 4.58586 4.13401  0.2044
H: -2.37969 2.66224 2.70778  0.2102
H: -0.71636 1.49492 1.35645  0.1547

Atoms 1-3, force components in eV/Å:
Sr 0.57 2.34 -0.36
C 0.08 -0.02 -0.03
C 0.10 -0.08 -0.14

The HOMO energy comes out at -6.4 eV. Its LUMO energy is -0.6 eV. The value obtained for the relative energy (zero: lowest compared OMol25 entry of this formula, charge and spin) is 82.5 kJ/mol. The orbital gap comes out at 5.881 eV.

=====

No. 4
Formula: C23H56BIN5O6PSi2
Source: the Open Molecules 2025 dataset
Level of theory: ωB97M-V/def2-TZVPD

Last column: Mulliken spin population.
CARTESIAN COORDINATES (ANGSTROEM)
C: -0.31138 -3.71632 1.86126  0.0002
C: -0.58397 -2.71376 0.73067  0.0052
P: 0.35157 -3.05895 -0.83008  0.0005
C: 0.35028 -1.43713 -1.71757  0.0001
Si: 2.47457 -3.31354 -0.16241  -0.0002
C: 3.13053 -2.47487 1.38861  0.0003
C: 3.51592 -0.99240 1.23197  -0.0007
N: 3.81087 -0.35558 2.53286  0.0004
N: 4.68875 -0.82308 0.38747  0.0000
N: 2.39519 -0.31940 0.58971  0.0067
O: 3.42048 -2.93485 -1.49265  0.0001
Si: 4.36427 -3.91382 -2.36760  0.0000
I: 3.09247 -5.66725 -3.48550  0.0000
O: 5.08195 -3.02083 -3.51727  0.0000
B: 5.85258 -3.44360 -4.58111  0.0000
O: 7.08401 -4.04023 -4.36162  0.0000
O: 5.40583 -3.13105 -5.82811  0.0000
H: -0.33245 -3.22457 2.83510  0.0000
H: 0.65992 -4.20760 1.77401  0.0002
H: -1.06873 -4.49909 1.88109  -0.0002
H: -1.63771 -2.77323 0.44667  -0.0029
H: -0.42258 -1.68005 1.04766  0.0006
H: 1.36375 -1.14782 -1.99238  -0.0002
H: -0.26259 -1.50898 -2.61400  0.0000
H: -0.03540 -0.64656 -1.07279  0.0001
H: 2.66193 -4.77566 0.07329  0.0000
H: 3.98561 -3.03266 1.78722  0.0000
H: 2.34153 -2.55597 2.14555  0.0000
H: 4.53179 -0.89492 3.00538  0.0000
H: 2.98243 -0.44856 3.11706  0.0000
H: 4.42015 -0.47626 -0.52440  -0.0008
H: 5.17869 -1.69524 0.24381  0.0000
H: 1.63938 -0.19191 1.25533  -0.0002
H: 2.67985 0.61878 0.31350  0.0042
H: 5.35856 -4.59239 -1.52010  0.0000
H: 7.10141 -4.98474 -4.20848  0.0000
H: 5.67857 -3.74349 -6.50766  0.0000
C: -7.06254 -0.01763 -0.22328  0.0246
C: -6.38570 -1.35520 -0.58812  -0.0111
C: -7.39521 -2.51142 -0.65937  0.0322
C: -7.91798 -2.96356 0.69824  -0.0174
C: -6.76401 -3.30975 1.63264  0.0282
C: -5.76024 -2.16134 1.79081  0.0101
N: -5.32503 -1.72343 0.41500  0.4069
O: -4.39735 -2.45692 -0.07113  0.5313
C: -6.37930 -1.01888 2.59903  0.0234
C: -4.52005 -2.63808 2.54102  -0.0253
C: -5.71462 -1.19370 -1.94934  0.0040
H: -8.11395 -0.14407 0.03828  0.0000
H: -6.56572 0.47931 0.60426  -0.0123
H: -7.01265 0.66148 -1.07358  0.0003
H: -6.90611 -3.35771 -1.15089  0.0014
H: -8.21823 -2.19624 -1.30642  0.0014
H: -8.55635 -2.19455 1.14254  -0.0009
H: -8.55038 -3.84311 0.56335  0.0018
H: -7.13521 -3.57501 2.62627  -0.0003
H: -6.23244 -4.18292 1.24288  0.0036
H: -5.71951 -0.15036 2.61196  -0.0108
H: -6.50594 -1.36280 3.62630  0.0003
H: -7.35528 -0.70724 2.23643  0.0014
H: -4.07954 -3.51320 2.07136  0.0045
H: -4.80845 -2.89094 3.56265  -0.0006
H: -3.76518 -1.85122 2.57628  0.0031
H: -4.92702 -0.44061 -1.90338  -0.0049
H: -6.47225 -0.86312 -2.66205  0.0010
H: -5.27919 -2.12491 -2.30006  0.0005
C: 3.20586 5.49969 2.04096  0.0227
C: 3.63091 4.50868 0.93543  -0.0034
C: 4.65763 5.12923 -0.02383  0.0341
C: 4.07614 6.18593 -0.95467  -0.0185
C: 2.88341 5.63096 -1.72550  0.0270
C: 1.79686 5.05236 -0.81107  0.0112
N: 2.45034 4.05721 0.11684  0.4241
O: 2.63487 2.91918 -0.44150  0.5057
C: 1.07632 6.17288 -0.05858  0.0194
C: 0.75216 4.30560 -1.63482  -0.0021
C: 4.24438 3.28885 1.61365  -0.0252
H: 3.61337 6.49872 1.88037  0.0001
H: 2.12661 5.58498 2.12307  -0.0135
H: 3.56733 5.14544 3.00531  0.0020
H: 5.09211 4.32343 -0.62286  0.0017
H: 5.46514 5.54960 0.58150  0.0023
H: 3.78918 7.07932 -0.39241  -0.0009
H: 4.84579 6.50484 -1.66015  0.0017
H: 2.42605 6.40601 -2.34645  -0.0010
H: 3.22523 4.83872 -2.39795  0.0051
H: 0.38915 5.76355 0.68318  -0.0100
H: 0.49221 6.74192 -0.78278  0.0003
H: 1.74824 6.86810 0.43758  0.0008
H: 1.20609 3.55089 -2.27040  0.0002
H: 0.22523 5.02717 -2.26113  0.0003
H: 0.02699 3.81475 -0.98438  -0.0008
H: 3.52511 2.77726 2.25380  0.0025
H: 5.07084 3.63437 2.23784  -0.0005
H: 4.63387 2.56509 0.90281  0.0051

Atoms 1-3, force components in eV/Å:
C -0.05 0.03 0.01
C -0.17 0.14 -0.06
P -0.03 -0.37 -0.24

As for the multiplicity: 3. The HOMO energy (spin up / spin down) comes out at -7.7 / -7.7 eV. Its LUMO energy (spin up / spin down) is 0.5 / 0.5 eV. As for the expectation value of S²: 2.01. The orbital gap (spin up / spin down) comes out at 8.208 / 8.207 eV.